Entry 1:
{"formula": "C21H34NO15", "method": "wB97M-V/def2-TZVPD", "species": ["C", "C", "N", "C", "O", "C", "C", "O", "C", "C", "O", "C", "C", "H", "H", "H", "H", "H", "H", "H", "H", "H", "H", "H", "H", "H", "H", "H", "H", "H", "H", "C", "C", "O", "C", "O", "O", "H", "H", "H", "H", "C", "C", "O", "C", "O", "O", "H", "H", "H", "H", "C", "C", "O", "C", "O", "O", "H", "H", "H", "H", "C", "C", "O", "C", "O", "O", "H", "H", "H", "H"], "coordinates": [[0.52518, 5.39319, 2.27294], [-0.61642, 4.54134, 2.34802], [-1.90249, 3.70297, 2.47424], [-1.64184, 2.66149, 3.56945], [-2.14150, 1.35753, 3.07913], [-1.02891, 0.39917, 2.87048], [-0.20436, 0.69718, 1.45655], [1.23965, 0.62658, 1.77289], [2.01284, 0.51418, 0.52253], [2.34034, 1.99610, -0.12951], [1.16577, 2.69377, -0.67634], [0.63743, 2.04376, -1.88504], [-1.02843, 2.11853, -1.75651], [1.23405, 6.30231, 1.99066], [-2.70881, 4.30039, 2.82181], [-2.15033, 3.23800, 1.56307], [-2.18405, 3.00971, 4.55209], [-0.48121, 2.60385, 3.83134], [-1.45677, -0.70580, 2.74618], [-0.24553, 0.39236, 3.76620], [-0.51354, 1.80755, 1.15168], [-0.55408, -0.10711, 0.67275], [1.53046, -0.23285, -0.25432], [3.07086, 0.04890, 0.82070], [2.71984, 2.66493, 0.78412], [3.25219, 1.93593, -0.87363], [0.94609, 2.58476, -2.89907], [0.93278, 0.91926, -2.01703], [-1.53673, 2.53077, -2.74009], [-1.47390, 1.07444, -1.40727], [-1.26226, 2.86242, -0.85276], [1.57683, -4.95670, -0.97399], [2.68709, -4.39716, -0.14498], [2.85275, -3.09056, -0.66214], [1.66896, -2.74162, -1.24569], [1.40118, -1.61995, -1.64298], [0.82416, -3.81092, -1.32561], [0.96110, -5.66962, -0.41879], [1.93905, -5.43625, -1.88936], [2.42269, -4.32700, 0.91542], [3.61114, -4.97343, -0.24351], [0.20443, -10.18902, -0.30968], [1.60102, -9.90059, -0.75616], [1.70483, -8.49666, -0.61367], [0.77661, -8.12223, 0.31470], [0.70413, -7.00804, 0.80563], [-0.05872, -9.15712, 0.62246], [0.11268, -11.17086, 0.16278], [-0.51934, -10.11879, -1.12840], [2.35131, -10.37749, -0.11668], [1.77637, -10.19929, -1.79331], [-6.71476, 2.76748, 3.89977], [-5.31817, 3.05591, 3.45329], [-5.21437, 4.45984, 3.59578], [-6.14259, 4.83427, 4.52415], [-6.21506, 5.94846, 5.01508], [-6.97791, 3.79938, 4.83191], [-6.80652, 1.78564, 4.37223], [-7.43853, 2.83771, 3.08104], [-4.56788, 2.57902, 4.09277], [-5.14282, 2.75721, 2.41614], [2.69439, 4.18827, -5.31063], [3.24372, 2.80649, -5.45859], [3.92542, 2.85822, -6.69743], [4.23987, 4.16737, -6.92306], [4.97647, 4.55498, -7.81461], [3.62356, 4.98545, -6.02063], [2.63339, 4.50240, -4.26505], [1.70811, 4.29806, -5.77354], [3.96115, 2.55513, -4.67029], [2.45797, 2.04635, -5.47962]], "atomic_forces_ev_per_a": [[-9.512, -5.855, 0.000], [7.667, 6.904, -1.130], [2.319, 1.801, 0.627], [0.756, -2.677, 1.677], [1.912, 1.713, 0.968], [1.611, -1.641, -0.875], [-0.649, 0.535, 1.518], [-1.842, -0.139, -2.250], [1.590, 0.057, -0.790], [0.775, -0.109, 1.547], [1.080, -1.955, -1.015], [-1.703, -0.289, -0.983], [0.306, 0.151, 0.749], [-1.666, -2.542, 0.830], [0.987, -0.359, -0.816], [0.404, 0.384, 0.842], [0.732, -0.713, -2.136], [-2.528, 0.262, -0.965], [0.456, 2.716, 0.660], [-1.821, 0.187, -1.834], [0.825, -2.365, 0.125], [0.938, 1.774, 1.269], [0.844, 1.722, 1.758], [-2.332, 1.059, -0.536], [-0.952, -1.353, -2.017], [-1.974, -0.040, 1.151], [-0.393, -0.805, 2.347], [-0.318, 2.134, 0.569], [1.014, -1.056, 2.127], [0.924, 2.183, -1.081], [0.518, -1.331, -2.078], [-0.293, -1.321, -0.143], [0.555, -0.873, 0.759], [-0.944, 0.918, -0.728], [-0.404, 0.932, -0.569], [0.372, -1.950, 0.550], [0.599, 1.723, -0.065], [0.214, 0.601, -0.380], [0.038, 0.119, 0.018], [0.001, -0.017, -0.101], [-0.093, 0.281, -0.005], [-0.610, -1.031, -0.289], [0.735, -0.917, -0.552], [-0.720, 0.807, 0.737], [-0.261, 1.340, 0.888], [0.053, -2.580, -0.570], [0.706, 1.215, 0.004], [-0.074, 0.278, 0.049], [0.070, 0.012, 0.084], [-0.079, 0.076, -0.052], [0.045, 0.230, 0.171], [-0.754, -1.006, -0.163], [0.632, -0.722, -0.499], [-0.007, 0.302, 0.151], [-0.854, 2.923, 1.787], [0.357, -2.868, -1.351], [0.822, 0.835, -0.205], [-0.073, 0.263, 0.037], [0.104, -0.005, 0.061], [-0.092, -0.062, 0.021], [-0.004, 0.157, 0.085], [-0.765, 0.410, 0.611], [-0.197, -0.923, 0.538], [0.162, 0.773, -0.261], [1.797, 0.908, -2.174], [-1.802, -0.937, 2.185], [0.470, -0.405, -0.501], [0.092, 0.115, -0.206], [0.070, -0.024, 0.018], [-0.047, 0.033, -0.051], [0.216, 0.038, -0.146]], "multiplicity": 1, "e_homo_ha": -0.437, "charge": 1, "homo_lumo_gap_ev": 8.18}

***

Entry 2:
{"formula": "C21H35AsF6NO7ReS2Sb", "method": "wB97M-V/def2-TZVPD", "species": ["Re", "C", "C", "C", "O", "C", "O", "O", "H", "H", "H", "H", "H", "H", "H", "F", "C", "F", "F", "S", "O", "O", "N", "S", "O", "O", "C", "F", "F", "F", "C", "As", "C", "C", "C", "C", "C", "C", "C", "C", "H", "H", "H", "H", "H", "H", "H", "H", "H", "H", "H", "H", "H", "C", "C", "Sb", "C", "C", "C", "C", "H", "H", "H", "H", "H", "H", "H", "H", "H", "H", "H", "H", "H", "H", "H"], "coordinates": [[-0.11274, 0.46236, 0.23108], [1.95599, 0.68635, 3.44683], [1.46987, -0.53045, 2.68517], [1.50683, -1.79091, 3.52158], [0.08067, -0.31512, 2.22063], [2.28201, -0.69893, 1.39888], [3.32811, -1.27197, 1.38888], [1.69248, -0.22622, 0.28531], [1.41544, 0.78771, 4.38993], [1.83127, 1.59477, 2.86012], [3.01446, 0.56688, 3.67494], [0.86056, -1.69084, 4.39435], [2.52637, -1.96155, 3.86247], [1.19373, -2.65738, 2.94040], [-0.47058, 0.00750, 2.94734], [-2.45016, 0.87599, -3.84754], [-1.47497, 0.01906, -4.10549], [-1.95509, -1.06582, -4.67756], [-0.54759, 0.57808, -4.84984], [-0.71782, -0.48086, -2.49278], [-0.29082, 0.81003, -1.88070], [0.30636, -1.44126, -2.73186], [-1.91233, -1.13586, -1.70162], [-2.69960, -0.62436, -0.44429], [-2.68041, -1.60437, 0.59350], [-2.23578, 0.73086, -0.01246], [-4.47075, -0.38007, -1.03106], [-4.62961, -1.06480, -2.14459], [-5.26663, -0.82678, -0.08890], [-4.66571, 0.90400, -1.24571], [2.28121, 3.19298, 0.31822], [0.38932, 2.86253, 0.46544], [-0.19024, 3.69690, 2.10370], [-0.45075, 3.87245, -0.97963], [-0.21435, 5.34599, -0.82134], [-1.12330, 6.13453, -0.11930], [-0.89160, 7.49129, 0.04833], [0.25193, 8.07198, -0.48306], [1.15748, 7.29509, -1.19197], [0.92585, 5.93812, -1.36040], [2.43002, 4.27231, 0.31513], [2.64572, 2.76147, -0.61201], [2.81441, 2.75009, 1.15586], [-0.04461, 4.77188, 2.00099], [0.39285, 3.32946, 2.94537], [-1.24676, 3.49010, 2.26641], [-1.51056, 3.61508, -0.95968], [-0.02324, 3.47628, -1.90078], [-2.02847, 5.69017, 0.28051], [-1.60909, 8.09795, 0.58422], [0.42981, 9.13116, -0.35690], [2.03908, 7.74840, -1.62470], [1.62409, 5.34165, -1.93759], [-2.37790, -4.63343, -1.73744], [-0.86610, -4.54145, -1.88615], [0.11582, -3.62504, -0.23388], [2.23010, -3.76756, -0.54594], [2.56592, -4.97595, -1.41486], [-0.49682, -4.76530, 1.46922], [0.31995, -6.05433, 1.54321], [-2.78762, -5.18495, -2.58373], [-2.84112, -3.64854, -1.72758], [-2.67373, -5.16484, -0.83281], [-0.55963, -3.98843, -2.77255], [-0.40175, -5.53112, -1.93343], [2.68449, -3.81134, 0.44345], [2.52624, -2.82590, -1.00607], [2.25705, -5.91701, -0.95930], [3.64804, -5.01619, -1.54792], [2.11883, -4.90382, -2.40607], [-1.55977, -4.94995, 1.31623], [-0.39453, -4.15160, 2.36121], [0.17757, -6.68073, 0.66160], [-0.00438, -6.63484, 2.40807], [1.38695, -5.86156, 1.66088]], "atomic_forces_ev_per_a": [[0.306, 0.170, 0.337], [-0.033, 0.009, 0.069], [0.082, 0.074, 0.066], [0.036, -0.001, -0.024], [-0.093, 0.175, -0.025], [-0.188, -0.507, -0.106], [0.072, 0.174, -0.002], [0.090, 0.181, 0.067], [0.002, 0.022, 0.000], [0.016, 0.018, -0.011], [-0.001, -0.009, 0.015], [-0.001, 0.011, 0.001], [-0.005, -0.003, -0.009], [-0.013, -0.003, -0.003], [0.021, 0.010, 0.021], [-0.014, 0.004, -0.004], [0.024, 0.034, 0.036], [0.018, 0.021, -0.018], [-0.004, 0.011, -0.022], [-0.167, -0.037, -0.081], [0.040, -0.183, 0.153], [-0.020, 0.019, -0.041], [0.034, 0.031, 0.008], [-0.111, -0.003, -0.186], [-0.092, -0.106, -0.003], [0.205, -0.203, 0.069], [0.035, 0.069, 0.021], [-0.019, -0.030, 0.025], [-0.009, 0.027, 0.012], [0.008, 0.007, -0.032], [-0.006, 0.017, -0.015], [-0.163, -0.015, -0.236], [-0.001, -0.003, 0.008], [-0.001, 0.016, 0.009], [0.005, 0.015, -0.005], [0.010, -0.010, -0.015], [0.008, 0.005, -0.001], [0.000, -0.004, 0.001], [-0.004, 0.009, 0.006], [-0.017, -0.012, 0.007], [0.009, -0.005, 0.002], [0.000, -0.001, 0.001], [0.001, -0.010, 0.009], [0.005, -0.003, 0.013], [-0.006, -0.003, -0.005], [-0.004, 0.006, -0.004], [-0.002, 0.007, 0.004], [-0.002, 0.002, -0.007], [-0.001, -0.001, -0.001], [0.000, 0.001, -0.001], [0.000, 0.000, -0.001], [0.000, 0.001, -0.001], [-0.001, -0.001, -0.002], [-0.006, -0.013, 0.004], [0.030, -0.016, -0.020], [-0.077, -0.006, -0.120], [-0.005, 0.036, 0.028], [-0.005, -0.003, -0.011], [-0.005, 0.010, -0.014], [0.006, -0.009, -0.002], [-0.003, 0.000, 0.000], [0.001, -0.004, 0.003], [0.000, -0.004, 0.001], [-0.005, 0.013, 0.006], [-0.001, 0.001, -0.006], [0.001, -0.001, 0.007], [0.004, 0.000, 0.002], [0.000, 0.001, -0.001], [0.001, -0.002, 0.001], [0.002, 0.000, 0.002], [-0.004, -0.003, 0.014], [0.019, 0.004, 0.001], [0.001, 0.002, 0.003], [-0.003, -0.002, -0.003], [-0.002, 0.000, 0.005]], "multiplicity": 4, "e_homo_ha": [-0.500, -0.499], "charge": 2, "homo_lumo_gap_ev": [7.22, 5.30]}

***

Result set for max |F|: 11.2; 0.6 eV/A, one per record in the order listed.